1.
# C32H38AsKN6O2PS

A molecular structure, C32H38AsKN6O2PS (the ωB97M-V functional and the def2-TZVPD basis, the OMol25 dataset).

Properties
LUMO energy	-2.02	eV
E_HOMO	-0.3685	Eh
total charge	+1
HOMO-LUMO gap	8.01	eV
spin multiplicity	1

Structure (XYZ):
```
82
Properties=species:S:1:pos:R:3:lowdin_charge:R:1
K -0.93 0.89 0.29 0.758
N 3.21 -0.66 0.02 -0.005
N 3.17 -1.72 -0.92 -0.073
C 2.05 -2.46 -1.08 -0.888
N 2.04 -3.30 -2.13 0.093
S 0.75 -2.34 -0.04 0.634
H 3.89 -0.90 0.74 0.110
H 2.28 -0.70 0.48 0.005
H 3.80 -1.60 -1.70 0.147
H 2.88 -3.53 -2.64 0.109
H 1.26 -3.94 -2.21 0.098
C -2.94 -3.38 0.25 -0.446
C -4.36 -3.92 0.25 -0.437
As -4.44 -5.79 0.91 1.304
C -4.50 -5.32 2.81 -0.404
C -3.29 -5.03 3.43 -0.146
C -3.25 -4.65 4.76 -0.093
C -4.43 -4.57 5.50 -0.092
C -5.63 -4.89 4.89 -0.083
C -5.67 -5.26 3.56 -0.100
C -6.32 -6.12 0.54 -0.430
C -6.69 -7.41 0.17 -0.131
C -8.01 -7.71 -0.14 -0.085
C -8.97 -6.72 -0.08 -0.086
C -8.62 -5.43 0.28 -0.083
C -7.30 -5.13 0.59 -0.127
P -2.76 -1.62 -0.24 0.976
C -4.05 -0.90 0.83 -0.409
C -5.35 -0.58 0.43 -0.096
C -6.25 -0.05 1.34 -0.073
C -5.88 0.16 2.66 -0.078
C -4.60 -0.18 3.07 -0.073
C -3.69 -0.69 2.16 -0.119
C -3.48 -1.53 -1.91 -0.377
C -3.49 -2.64 -2.76 -0.095
C -3.93 -2.52 -4.07 -0.075
C -4.36 -1.29 -4.55 -0.080
C -4.33 -0.18 -3.72 -0.075
C -3.89 -0.30 -2.42 -0.117
H -2.25 -3.97 -0.36 0.063
H -2.53 -3.40 1.27 0.058
H -4.79 -3.91 -0.76 0.064
H -4.99 -3.30 0.89 0.055
H -2.36 -5.12 2.88 0.090
H -2.30 -4.42 5.23 0.101
H -4.40 -4.28 6.54 0.101
H -6.55 -4.85 5.47 0.104
H -6.62 -5.50 3.10 0.091
H -5.94 -8.19 0.12 0.089
H -8.28 -8.72 -0.42 0.104
H -10.00 -6.95 -0.32 0.104
H -9.37 -4.65 0.32 0.104
H -7.05 -4.12 0.88 0.094
H -5.65 -0.75 -0.59 0.106
H -7.25 0.20 1.02 0.107
H -6.59 0.56 3.37 0.105
H -4.30 -0.04 4.11 0.108
H -2.69 -0.95 2.50 0.104
H -3.16 -3.60 -2.40 0.096
H -3.94 -3.39 -4.71 0.107
H -4.70 -1.20 -5.57 0.105
H -4.66 0.78 -4.09 0.107
H -3.87 0.58 -1.78 0.090
O -3.07 2.09 0.16 -0.153
H -3.98 2.23 0.46 0.066
H -2.52 2.70 0.67 -0.003
C -0.29 5.81 1.28 0.004
N 0.66 4.88 0.72 -0.043
C 1.80 5.31 0.13 -0.030
C 2.69 4.44 -0.38 0.008
C 2.38 3.05 -0.26 -0.372
N 1.25 2.62 0.27 0.129
C 0.36 3.52 0.76 -0.520
O -0.71 3.18 1.25 -0.093
N 3.27 2.14 -0.68 0.170
H 0.19 6.78 1.38 0.096
H -0.61 5.46 2.26 0.102
H -1.17 5.90 0.64 0.106
H 1.95 6.38 0.11 0.139
H 3.60 4.78 -0.84 0.112
H 4.17 2.45 -1.01 0.113
H 3.17 1.15 -0.42 0.052
```

2.
# C4H12O3

2 unconnected molecules or ions with the total composition C4H12O3 (the ωB97M-V functional and the def2-TZVPD basis, the OMol25 dataset).

Properties
LUMO energy	0.80	eV
SMILES string	C[C@@H](O)CCO.O
E_HOMO	-0.3786	Eh
total charge	0
HOMO-LUMO gap	11.10	eV
spin multiplicity	1

Structure (XYZ):
```
19
Properties=species:S:1:pos:R:3:nbo_charge:R:1
C -0.29 -2.07 -1.38 -0.612
C 0.43 -0.94 -0.75 0.088
O 0.46 0.21 -1.61 -0.720
C 0.02 -0.58 0.67 -0.454
C 0.76 0.52 1.47 -0.062
O -0.15 1.43 2.06 -0.745
H 0.09 -2.19 -2.29 0.218
H -0.18 -2.90 -0.75 0.211
H -1.42 -1.94 -1.52 0.198
H 1.44 -1.19 -0.60 0.171
H -0.47 0.46 -1.65 0.471
H 0.09 -1.48 1.28 0.204
H -1.11 -0.29 0.86 0.206
H 1.30 1.19 0.78 0.186
H 1.35 0.15 2.31 0.171
H -0.74 1.08 2.73 0.469
O -0.76 2.86 -0.83 -0.967
H 0.18 2.62 -0.87 0.482
H -1.01 3.05 0.10 0.486
```

3.
# C10H17BrN

A gas-phase ion, C10H17BrN (charge +1) (the ωB97M-V functional and the def2-TZVPD basis, the OMol25 dataset).

Properties
LUMO energy (alpha / beta)	-4.79 / -4.79	eV
E_HOMO (alpha / beta)	-0.4547 / -0.4548	Eh
total charge	+1
HOMO-LUMO gap (alpha / beta)	7.58 / 7.58	eV
spin multiplicity	1

Structure (XYZ):
```
29
Properties=species:S:1:pos:R:3:nbo_charge:R:1
C -1.00 1.38 -2.03 -0.035
C -1.30 0.50 -0.94 -0.398
C 0.32 1.76 -2.19 -0.121
C -0.36 0.39 0.01 0.182
C 1.35 1.06 -1.67 -0.103
C 0.56 3.13 -2.71 -0.622
C 1.28 0.33 2.31 -0.629
C -0.67 -3.25 1.15 -0.630
C -0.09 -0.34 2.31 -0.209
C -1.28 -1.95 0.65 -0.209
N -0.31 -0.81 0.88 -0.537
Br 1.50 -0.85 -1.62 0.105
H -1.76 1.86 -2.74 0.250
H -2.18 -0.05 -0.84 0.241
H 2.35 1.51 -1.64 0.241
H -0.36 3.63 -2.41 0.224
H 0.68 3.33 -3.75 0.249
H 1.29 3.64 -2.22 0.234
H 1.88 -0.16 1.61 0.201
H 1.45 1.26 1.89 0.241
H 1.84 0.36 3.25 0.244
H 0.32 -3.39 0.98 0.215
H -0.62 -3.35 2.18 0.224
H -1.27 -4.06 0.71 0.250
H -0.79 0.41 2.60 0.245
H 0.12 -1.17 2.85 0.221
H -2.17 -1.77 1.12 0.220
H -1.43 -2.06 -0.34 0.212
H 0.65 -1.35 0.61 0.493
```

4.
# C43H55N6OSW

A molecular structure, C43H55N6OSW (the ωB97M-V functional and the def2-TZVPD basis, the OMol25 dataset).

Properties
LUMO energy (alpha / beta)	-4.23 / -4.08	eV
E_HOMO (alpha / beta)	-0.3432 / -0.3494	Eh
total charge	+1
⟨S²⟩	2.03
HOMO-LUMO gap (alpha / beta)	5.11 / 5.43	eV
spin multiplicity	3

Structure (XYZ):
```
107
Properties=species:S:1:pos:R:3:lowdin_spin:R:1
W 0.38 0.25 0.11 1.504
C -2.00 -4.74 3.18 0.001
C -0.73 -4.86 2.32 0.002
C -0.63 -3.78 1.29 0.015
C -0.98 -3.85 -0.03 0.011
C -1.44 -5.05 -0.78 0.001
C -0.26 -5.84 -1.37 0.001
C -0.74 -2.54 -0.59 0.017
C -0.97 -2.16 -1.91 0.014
C -0.79 -0.90 -2.48 0.014
C -1.01 -0.57 -3.86 0.008
C -1.51 -1.51 -4.91 0.001
C -3.03 -1.65 -4.88 0.000
C -0.68 0.76 -4.01 0.002
C -0.25 1.23 -2.73 0.024
C 0.21 2.51 -2.45 -0.008
C 0.69 2.99 -1.24 0.029
N 0.80 2.25 -0.09 0.009
C 1.24 3.10 0.89 0.042
C 1.43 2.74 2.21 -0.010
C 1.22 1.49 2.79 0.036
N 0.82 0.37 2.11 0.020
C 0.69 -0.64 3.04 0.008
C 0.24 -1.93 2.76 0.013
C -0.19 -2.43 1.54 0.012
N -0.27 -1.70 0.38 0.020
C 1.03 -0.15 4.33 0.016
C 1.36 1.18 4.18 -0.006
C 1.74 2.16 5.24 -0.001
C 0.54 3.00 5.71 -0.001
C 0.97 -0.95 5.59 0.002
C -0.45 -1.06 6.16 0.001
C 1.45 4.42 0.33 0.020
C 1.12 4.35 -0.99 0.030
C 1.13 5.45 -2.00 0.003
C -0.25 6.12 -2.15 0.002
C 1.96 5.60 1.09 0.002
C 3.48 5.54 1.30 0.001
N -0.35 0.21 -1.82 0.021
C -0.68 1.56 -5.27 0.000
C 0.68 1.50 -5.99 0.000
H -2.03 -5.53 3.94 0.000
H -2.89 -4.83 2.56 0.000
H -2.04 -3.77 3.69 0.000
H -0.72 -5.83 1.83 0.000
H 0.16 -4.84 2.96 0.000
H -2.12 -4.76 -1.59 0.000
H -2.03 -5.70 -0.12 0.000
H 0.32 -5.22 -2.05 0.000
H -0.61 -6.72 -1.92 0.000
H 0.41 -6.18 -0.57 0.000
H -1.34 -2.94 -2.57 0.001
H -1.03 -2.48 -4.78 0.000
H -1.19 -1.14 -5.89 0.000
H -3.37 -2.05 -3.92 0.000
H -3.37 -2.34 -5.66 0.000
H -3.52 -0.69 -5.04 0.000
H 0.21 3.21 -3.27 -0.001
H 1.76 3.53 2.88 -0.001
H 0.23 -2.62 3.59 0.001
H 2.53 2.81 4.88 0.000
H 2.16 1.62 6.10 0.000
H 0.11 3.56 4.87 0.000
H 0.85 3.72 6.47 0.000
H -0.24 2.37 6.13 0.000
H 1.63 -0.49 6.34 0.000
H 1.38 -1.95 5.41 0.000
H -0.85 -0.08 6.40 0.000
H -0.47 -1.67 7.07 0.000
H -1.12 -1.52 5.43 0.000
H 1.46 5.06 -2.96 0.000
H 1.86 6.20 -1.71 0.000
H -1.00 5.39 -2.47 0.000
H -0.21 6.92 -2.89 0.000
H -0.58 6.54 -1.20 0.000
H 1.45 5.66 2.05 0.000
H 1.71 6.51 0.54 0.000
H 3.77 4.63 1.83 0.000
H 3.82 6.40 1.88 0.000
H 4.00 5.54 0.34 0.000
H -0.94 2.59 -5.06 0.000
H -1.46 1.18 -5.94 0.000
H 1.47 1.90 -5.35 0.000
H 0.66 2.08 -6.91 0.000
H 0.95 0.47 -6.24 0.000
S 3.69 -1.97 -2.22 0.050
C 2.79 -1.09 -1.26 0.040
N 2.12 -0.42 -0.54 0.000
O -1.56 0.81 0.74 0.015
C -2.72 0.34 0.82 0.007
C -3.55 0.68 2.02 0.000
C -3.75 -0.55 2.93 0.000
C -4.84 -1.50 2.45 0.000
C -4.56 -2.17 1.11 0.000
C -4.47 -1.18 -0.05 0.001
N -3.19 -0.47 -0.10 0.008
H -4.51 1.09 1.70 0.000
H -3.00 1.46 2.55 0.000
H -4.01 -0.18 3.92 0.000
H -2.80 -1.08 3.03 0.000
H -5.79 -0.95 2.38 0.000
H -5.00 -2.27 3.21 0.000
H -5.36 -2.88 0.88 0.000
H -3.62 -2.73 1.15 0.000
H -5.29 -0.46 0.00 0.000
H -4.56 -1.70 -1.00 0.000
H -2.57 -0.68 -0.87 0.000
```

5.
# C41H48Cl2O5OsSSe

A molecular structure, C41H48Cl2O5OsSSe (the ωB97M-V functional and the def2-TZVPD basis, the OMol25 dataset).

Properties
LUMO energy (alpha / beta)	0.45 / -1.95	eV
E_HOMO (alpha / beta)	-0.2971 / -0.3017	Eh
total charge	0
⟨S²⟩	6.02
HOMO-LUMO gap (alpha / beta)	8.53 / 6.26	eV
spin multiplicity	5

Structure (XYZ):
```
99
Properties=species:S:1:pos:R:3:lowdin_spin:R:1
Os -1.26 -0.44 -1.03 2.785
C 2.09 -4.40 4.95 0.000
C 2.55 -4.01 3.55 0.001
C 3.92 -3.33 3.66 0.000
C 2.69 -5.29 2.71 0.000
C 1.57 -3.06 2.86 0.007
C 1.86 -2.56 1.60 0.008
C 0.97 -1.70 0.98 0.020
Se 1.35 -1.18 -0.83 0.220
C 1.77 0.68 -0.76 0.027
C 3.12 1.01 -0.72 0.006
C 3.53 2.33 -0.80 0.017
C 2.54 3.29 -0.92 -0.002
C 1.17 3.02 -0.96 0.017
C 0.78 1.67 -0.91 0.009
O -0.53 1.33 -0.99 0.173
C 0.23 4.23 -1.09 0.002
C 0.40 4.82 -2.49 0.001
C -1.27 3.95 -0.88 0.002
C 0.61 5.28 -0.03 0.001
C 5.02 2.67 -0.77 0.002
C 5.27 4.17 -0.82 0.000
C 5.71 2.02 -1.98 0.001
C 5.64 2.12 0.52 0.001
C -0.24 -1.33 1.56 0.015
O -1.06 -0.47 0.92 0.142
C -0.57 -1.83 2.83 0.006
C 0.35 -2.68 3.44 0.002
C -1.89 -1.46 3.52 0.001
C -1.97 0.06 3.73 0.001
C -3.07 -1.94 2.66 0.000
C -2.01 -2.12 4.89 0.000
H 2.84 -5.05 5.41 0.000
H 1.15 -4.95 4.93 0.000
H 1.97 -3.53 5.60 0.000
H 4.63 -3.99 4.18 0.000
H 3.85 -2.40 4.23 0.000
H 4.34 -3.10 2.68 0.000
H 3.39 -5.98 3.18 0.000
H 3.05 -5.07 1.70 0.000
H 1.72 -5.79 2.61 0.000
H 2.78 -2.82 1.10 0.003
H 3.84 0.21 -0.62 0.004
H 2.83 4.32 -0.99 -0.001
H 0.18 4.07 -3.25 0.000
H 1.42 5.17 -2.66 0.000
H -0.27 5.67 -2.63 0.000
H -1.68 3.36 -1.69 0.000
H -1.78 4.91 -0.86 0.000
H -1.47 3.43 0.05 0.000
H 1.64 5.63 -0.13 0.000
H 0.48 4.88 0.98 0.000
H -0.03 6.15 -0.14 0.000
H 4.88 4.62 -1.74 0.000
H 6.35 4.36 -0.80 0.000
H 4.83 4.69 0.03 0.000
H 5.29 2.40 -2.91 0.000
H 5.58 0.93 -1.98 0.000
H 6.78 2.23 -1.97 0.000
H 5.15 2.54 1.40 0.000
H 6.70 2.37 0.56 0.000
H 5.56 1.03 0.58 0.000
H 0.11 -3.07 4.41 0.000
H -1.95 0.60 2.79 0.000
H -1.14 0.40 4.35 0.000
H -2.90 0.30 4.25 0.000
H -3.08 -1.46 1.69 0.000
H -4.01 -1.71 3.17 0.000
H -3.02 -3.02 2.51 0.000
H -1.20 -1.83 5.56 0.000
H -2.03 -3.21 4.83 0.000
H -2.95 -1.80 5.35 0.000
Cl -3.67 1.24 -1.25 0.076
C -3.28 1.81 -2.87 0.016
C -3.90 2.98 -3.25 0.000
C -3.64 3.51 -4.50 0.014
C -2.77 2.86 -5.35 -0.001
C -2.15 1.69 -4.95 0.014
Cl -1.07 0.93 -6.06 0.007
C -2.39 1.12 -3.69 0.028
S -1.64 -0.44 -3.32 0.160
H -4.58 3.47 -2.57 0.000
H -4.12 4.43 -4.82 0.001
H -2.55 3.25 -6.34 0.000
O -3.58 -4.58 -3.95 0.000
C -4.32 -3.80 -3.15 0.002
C -5.69 -3.71 -3.42 0.000
C -6.50 -2.93 -2.62 0.000
C -5.97 -2.24 -1.52 0.000
C -4.62 -2.32 -1.27 0.001
C -3.78 -3.08 -2.08 0.007
C -2.32 -3.14 -1.84 0.020
O -1.59 -3.92 -2.42 0.003
O -1.82 -2.30 -0.92 0.179
H -2.66 -4.57 -3.59 0.000
H -6.08 -4.26 -4.26 0.000
H -7.56 -2.88 -2.83 0.000
H -6.62 -1.65 -0.89 0.000
H -4.20 -1.79 -0.42 0.001
```

6.
# CH14O6

6 unconnected molecules or ions with the total composition CH14O6 (the ωB97M-V functional and the def2-TZVPD basis, the OMol25 dataset).

Properties
LUMO energy	0.21	eV
SMILES string	CO.O.O.O.O.O
E_HOMO	-0.3903	Eh
total charge	0
HOMO-LUMO gap	10.83	eV
spin multiplicity	1

Structure (XYZ):
```
21
Properties=species:S:1:pos:R:3:nbo_charge:R:1
C 1.66 0.17 2.09 -0.273
O 2.41 -0.09 0.83 -0.752
H 1.91 1.29 2.39 0.189
H 0.66 0.01 1.79 0.171
H 1.84 -0.60 2.94 0.202
H 2.48 0.83 0.45 0.511
O -0.22 -2.91 -2.93 -0.961
H 0.23 -2.31 -2.26 0.493
H -0.21 -3.64 -2.37 0.452
O 1.32 -1.71 -0.80 -1.029
H 1.46 -1.12 0.07 0.517
H 2.09 -1.97 -1.22 0.470
O -3.63 0.22 -0.58 -0.936
H -3.29 -0.59 -0.74 0.472
H -4.53 0.16 -0.72 0.470
O 1.17 1.90 -0.85 -0.954
H 0.45 2.35 -0.49 0.474
H 1.54 2.43 -1.60 0.488
O -2.51 2.07 1.66 -0.961
H -1.66 1.75 1.40 0.458
H -3.17 1.75 0.93 0.499
```

7.
# C2H3N3O

A single C2H3N3O molecule (the ωB97M-V functional and the def2-TZVPD basis, the OMol25 dataset).

Properties
LUMO energy	0.79	eV
SMILES string	Cc1nnno1
E_HOMO	-0.4227	Eh
total charge	0
HOMO-LUMO gap	12.29	eV
spin multiplicity	1

Structure (XYZ):
```
9
Properties=species:S:1:pos:R:3:nbo_charge:R:1
C -0.25 -0.77 1.04 -0.677
C 0.08 0.13 -0.09 0.508
N 0.85 1.16 -0.15 -0.338
N 0.77 1.62 -1.43 -0.030
N -0.03 0.93 -2.11 0.087
O -0.50 -0.09 -1.26 -0.302
H 0.67 -1.28 1.38 0.252
H -0.62 -0.19 1.90 0.253
H -0.98 -1.51 0.72 0.245
```

8.
# C3H10N2P

2 unconnected molecules or ions with the total composition C3H10N2P (the ωB97M-V functional and the def2-TZVPD basis, the OMol25 dataset).

Properties
LUMO energy (alpha / beta)	-6.48 / -5.42	eV
E_HOMO (alpha / beta)	-0.5030 / -0.5050	Eh
total charge	+1
HOMO-LUMO gap (alpha / beta)	7.21 / 8.32	eV
spin multiplicity	1

Structure (XYZ):
```
16
Properties=species:S:1:pos:R:3:nbo_charge:R:1
C -0.67 0.54 0.69 0.527
C -1.92 -0.21 1.04 -0.722
C 1.86 -1.21 -1.42 -0.855
N -0.39 1.61 1.45 -0.747
N 0.14 0.36 -0.26 -0.751
P 1.77 0.36 -0.53 0.951
H -2.05 -1.25 0.70 0.269
H -2.92 0.37 0.77 0.283
H -2.15 -0.28 2.13 0.276
H 2.10 -2.10 -0.75 0.280
H 2.62 -1.30 -2.12 0.271
H 0.93 -1.45 -1.85 0.151
H -1.13 2.07 2.05 0.432
H 0.36 2.27 1.11 0.416
H -0.27 -1.16 -1.57 0.252
H 1.73 1.38 -1.44 -0.034
```

9.
# C3H9N4O

A gas-phase ion, C3H9N4O (charge +1) (the ωB97M-V functional and the def2-TZVPD basis, the OMol25 dataset).

Properties
LUMO energy	-4.03	eV
SMILES string	N/C=C(\O)NNC=[NH2+]
E_HOMO	-0.4079	Eh
total charge	+1
HOMO-LUMO gap	7.07	eV
spin multiplicity	1

Structure (XYZ):
```
17
Properties=species:S:1:pos:R:3:nbo_charge:R:1
N 1.43 -0.51 -2.16 -0.817
C 0.38 -0.29 -1.32 -0.103
C -0.01 0.93 -0.96 0.319
O 0.67 2.09 -1.32 -0.704
N -1.02 1.11 0.08 -0.469
N -0.95 0.34 1.21 -0.323
C -0.07 -0.61 1.33 0.336
N -0.46 -1.67 2.09 -0.725
H 1.74 0.36 -2.60 0.414
H 1.41 -1.42 -2.73 0.415
H -0.35 -1.08 -1.03 0.211
H 0.62 2.88 -0.73 0.506
H -1.47 1.99 0.19 0.404
H -1.86 0.43 1.62 0.430
H 0.99 -0.63 1.11 0.272
H 0.27 -2.19 2.44 0.404
H -1.32 -1.71 2.76 0.430
```

10.
# C5H13N2O

2 unconnected molecules or ions with the total composition C5H13N2O (the ωB97M-V functional and the def2-TZVPD basis, the OMol25 dataset).

Properties
LUMO energy	-3.97	eV
E_HOMO	-0.5149	Eh
total charge	+1
HOMO-LUMO gap	10.04	eV
spin multiplicity	1

Structure (XYZ):
```
21
Properties=species:S:1:pos:R:3:nbo_charge:R:1
C 0.04 -0.08 -0.60 0.368
C -0.51 -2.18 0.97 -0.647
C -0.66 1.56 1.09 -0.439
C 0.45 -0.39 -1.99 -0.342
C 0.82 -1.36 0.85 0.296
N -0.28 1.16 -0.27 -0.515
N 0.10 0.61 -2.96 -0.827
O 1.21 -0.75 1.99 -0.669
H -0.26 -3.27 0.78 0.245
H -1.23 -1.81 0.31 0.221
H -0.73 -2.01 1.99 0.242
H -0.54 2.68 1.11 0.243
H -0.11 1.00 1.83 0.244
H -1.73 1.18 1.26 0.232
H -0.18 -1.37 -2.04 0.247
H 1.44 -0.78 -2.02 0.233
H 1.58 -1.78 0.29 0.178
H -0.56 1.73 -1.10 0.428
H 0.19 0.39 -3.86 0.388
H 0.67 1.47 -2.79 0.363
H 2.04 -0.33 2.03 0.511
```

Number 1: energy -5296.372565 Ha. Number 2: energy -385.280513 Ha. Number 3: energy -3019.532699 Ha. Number 4: energy -2540.606494 Ha. Number 5: energy -5778.051500 Ha. Number 6: energy -497.859731 Ha. Number 7: energy -317.454552 Ha. Number 8: energy -570.749086 Ha. Number 9: energy -413.625830 Ha. Number 10: energy -382.705991 Ha.